--- 1 ---
The following is a DFT calculation (the ωB97M-V functional and the def2-TZVPD basis) of the molecule C2H4N2S2.

## Properties
Total charge: 0
HOMO: -9.219 eV
Spin multiplicity: 1
Structure (SMILES): [H]/N=C(/N)C(=S)S
Frontier orbital gap: 0.2981 hartree

Atoms and positions in Å:
S 0.92669 1.72913 -0.28563
S 2.28415 -0.98633 0.00857
N -0.94472 -1.72768 -0.29388
N -1.33240 0.52020 0.10913
C -0.52159 -0.55628 -0.13741
C 0.96101 -0.09243 -0.23650
H -2.30955 0.17046 0.27797
H -0.17636 -2.26764 -0.66497
H 2.23593 1.96902 0.47792
H -1.12316 1.24155 0.74479

=====

--- 2 ---
The following is a DFT calculation (the ωB97M-V functional and the def2-TZVPD basis) of the molecule C2H4N2S2.

## Properties
Total charge: 0
HOMO: -8.649 eV
Spin multiplicity: 1
Structure (SMILES): S=CN/C=N/S
Frontier orbital gap: 0.3082 hartree

Atoms and positions in Å:
S 0.77485 1.11010 2.63657
S -1.28885 -0.91545 -3.15228
N -0.35847 -0.15494 -0.73582
N -0.29163 0.61263 1.32202
C -0.15532 -0.66057 -1.97682
C 0.37023 -0.11242 0.44093
H 1.50343 -0.39562 0.65194
H 0.85749 -0.97917 -2.09718
H -0.10197 1.48921 3.52863
H -1.30976 0.00623 -0.61799

=====

--- 3 ---
The following is a DFT calculation (the ωB97M-V functional and the def2-TZVPD basis) of the molecule C2H4N2S2.

## Properties
Total charge: 0
HOMO: -8.716 eV
Spin multiplicity: 1
Structure (SMILES): NS/N=C\C=S
Frontier orbital gap: 0.2804 hartree

Atoms and positions in Å:
S -0.76371 -1.21266 0.19724
S -1.91074 0.11799 -2.95334
N -0.14553 0.20289 -0.04179
N 0.20175 -1.65659 1.44571
C -0.19385 1.05250 -1.01204
C -0.71491 0.97994 -2.34027
H 0.53612 1.75991 -0.85204
H 1.15360 -1.99208 1.25080
H 0.17138 -1.14222 2.31408
H -0.25074 1.77921 -3.09765

=====

We find 1 to be the most stable, with the next structure 10.4 kcal/mol higher.

=====

--- 1 ---
The following is a DFT calculation (the ωB97M-V functional and the def2-TZVPD basis) of the molecule C5H11N3O.

## Properties
Total charge: 0
HOMO: -8.866 eV
Spin multiplicity: 1
Structure (SMILES): CC(=O)C(N)(N)[C@@H]1CN1
Frontier orbital gap: 0.3589 hartree

Atoms and positions in Å:
O -0.28409 2.10520 -0.13033
N 1.28985 -0.73060 1.74748
N 0.34438 -1.05716 -1.70014
N 1.83687 0.50232 -0.72457
C -0.60081 0.95221 -0.34310
C 0.34805 -0.88442 0.69245
C -1.99377 0.56765 -0.77686
C 0.55928 -0.14009 -0.60329
C 0.07827 0.05631 1.96777
H -2.70816 1.28171 -0.37212
H 1.38049 -1.54619 2.34339
H 1.77469 1.49997 -0.54479
H -2.04762 0.60018 -1.86562
H -2.24020 -0.44658 -0.47105
H 2.49061 0.12266 -0.04775
H -0.66792 -0.32323 2.65906
H -0.30120 -1.75481 0.63082
H 0.30593 1.10558 2.10414
H -0.57498 -1.01697 -2.11953
H 1.01034 -0.89373 -2.44595

=====

--- 2 ---
The following is a DFT calculation (the ωB97M-V functional and the def2-TZVPD basis) of a structure of composition C5H11N3O.

## Properties
Total charge: 0
HOMO (alpha / beta): -6.703 / -6.149 eV
Spin multiplicity: 1
Frontier orbital gap (alpha / beta): 0.2714 / 0.2399 hartree

Atoms and positions in Å:
O 1.36155 0.75326 -1.88085
N 1.86506 -1.29486 1.49646
N 1.39181 0.85743 -0.44300
N -2.16310 0.27614 0.07864
C 1.52052 -0.82950 0.36872
C 0.22824 0.36809 0.27903
C -0.93747 -1.05378 -1.50691
C -0.95477 -0.09184 -0.37178
C 0.07263 1.21536 1.53063
H 1.25817 -0.99504 2.25841
H -0.45762 0.67824 2.32093
H -2.24349 0.86273 0.89429
H -0.42891 2.15451 1.28967
H -0.83228 -2.07464 -1.13577
H 1.92326 -1.33389 -0.50804
H 2.23150 1.08981 -2.13332
H 1.05629 1.47968 1.91291
H -2.98406 -0.23057 -0.21554
H -1.84464 -0.98323 -2.10774
H -0.06269 -0.84790 -2.12673

=====

We find 1 to be the most stable, with the next structure 87.1 kcal/mol higher.

=====

--- 1 ---
The following is a DFT calculation (the ωB97M-V functional and the def2-TZVPD basis) of the molecule C5H11N3O.

## Properties
Total charge: 0
HOMO: -8.836 eV
Spin multiplicity: 1
Frontier orbital gap: 0.3180 hartree

Atoms and positions in Å:
O 0.80627 -1.75649 -0.59835
N -1.44212 -1.40657 1.15144
N 0.03122 0.03205 2.31066
N 1.29848 0.51520 -0.30755
C -0.49807 -0.33311 1.01868
C 0.74087 -0.66706 -0.05874
C -0.82479 0.73566 0.08105
C 2.37322 0.52884 -1.27467
C -1.72276 0.51203 -1.07758
H -1.68002 1.32720 -1.79837
H -2.74987 0.42708 -0.69802
H -0.68040 0.47455 2.88280
H 3.36027 0.32664 -0.83837
H 0.82167 0.65679 2.20171
H -1.55360 -1.89932 0.27054
H -1.04555 -2.07959 1.80008
H -1.48530 -0.43210 -1.57864
H 2.53416 1.49363 -1.75891
H 2.29594 -0.20697 -2.08651
H -0.57962 1.75152 0.35876

=====

--- 2 ---
The following is a DFT calculation (the ωB97M-V functional and the def2-TZVPD basis) of a structure of composition C5H11N3O.

## Properties
Total charge: 0
HOMO: -7.940 eV
Spin multiplicity: 1
Frontier orbital gap: 0.3018 hartree

Atoms and positions in Å:
O 1.10202 1.78312 -1.57714
N -1.81355 0.68124 0.98472
N -1.05720 1.04469 -1.18769
N 1.10891 0.87472 1.29134
C -1.50123 0.19268 -0.22446
C 2.19618 -0.62886 -0.41607
C 0.23566 1.10588 -1.11006
C -2.11504 -1.10499 -0.64834
C 0.91571 -0.08581 0.21067
H -1.21600 1.42374 1.33234
H -2.21641 0.07756 1.68318
H 2.76336 0.17182 -0.88999
H 0.37739 -0.93506 0.63719
H 2.83240 -1.09554 0.34314
H 1.61073 0.46474 2.07415
H -3.14597 -0.90242 -0.94937
H -1.57444 -1.50955 -1.49912
H -2.12721 -1.83812 0.15822
H 1.65983 1.66091 0.96030
H 1.96487 -1.38075 -1.17302

=====

--- 3 ---
The following is a DFT calculation (the ωB97M-V functional and the def2-TZVPD basis) of the molecule C5H11N3O.

## Properties
Total charge: 0
HOMO: -7.845 eV
Spin multiplicity: 1
Structure (SMILES): [H]/N=C(/C(C)=N\O)N(C)C
Frontier orbital gap: 0.3216 hartree

Atoms and positions in Å:
O 1.44987 -2.09684 0.20264
N -0.49706 0.21614 -0.85509
N -1.59006 -1.76412 0.18925
N 1.30755 -1.09079 1.17842
C -0.76584 1.63359 -0.75385
C 0.14885 0.72556 2.12031
C 0.29271 -0.31261 1.04505
C 0.47792 -0.18281 -1.84730
C -0.95637 -0.70183 0.24763
H -1.19076 1.96722 -1.70121
H 2.19363 -2.61791 0.53088
H 0.15010 2.21439 -0.56922
H 1.49230 0.11545 -1.55020
H 0.44732 -1.26470 -1.96266
H -0.88582 0.81085 2.44395
H 0.48352 1.69782 1.76142
H 0.24263 0.31040 -2.79171
H -1.49389 1.81604 0.03610
H -2.06442 -1.92281 -0.70062
H 0.75784 0.44696 2.97620

=====

We find 2 to be the most stable, with the next structure 12.3 kcal/mol higher.

=====

--- 1 ---
The following is a DFT calculation (the ωB97M-V functional and the def2-TZVPD basis) of the molecule C5H11N3O.

## Properties
Total charge: 0
HOMO: -7.954 eV
Spin multiplicity: 1
Structure (SMILES): CO/C=C\N=C(\C)NN
Frontier orbital gap: 0.3243 hartree

Atoms and positions in Å:
O 2.50316 -0.48125 0.06354
N -1.38692 0.20976 -2.07794
N -0.24019 -0.07731 0.42974
N -2.05361 0.64265 -0.83684
C 1.96337 0.60159 -0.48576
C 0.67450 0.98704 -0.23488
C 2.11939 -1.17924 1.17268
C -2.11640 -0.43021 1.52930
C -1.41287 -0.04307 0.22266
H 1.76770 -0.64965 2.16803
H -3.25871 -0.06966 1.60156
H 2.58737 1.29708 -1.21151
H -0.89898 1.05587 -2.40872
H -3.00116 0.71107 -0.84316
H -1.34587 -0.01847 2.36498
H -0.40771 -0.36671 -1.50429
H -2.37874 -1.58117 1.63915
H 3.22530 -1.49103 1.52511
H 0.56156 2.10741 -0.43924
H 1.52108 -2.18714 0.77099

=====

--- 2 ---
The following is a DFT calculation (the ωB97M-V functional and the def2-TZVPD basis) of a structure of composition C5H11N3O.

## Properties
Total charge: 0
HOMO (alpha / beta): -7.821 / -7.821 eV
Spin multiplicity: 1
Frontier orbital gap (alpha / beta): 0.2867 / 0.2868 hartree

Atoms and positions in Å:
O -2.29009 -0.51838 -0.94139
N 0.58533 -1.65626 0.51653
N -1.34676 0.16890 1.55506
N -0.23395 1.99535 0.55218
C 0.01346 -1.60661 -0.89969
C -0.43158 0.58319 0.55488
C 2.00697 0.24126 -0.13545
C 0.71873 -0.28102 0.40550
C -1.08214 -0.20835 -1.00693
H 0.61798 2.45342 0.25054
H -0.21512 -1.84286 1.12588
H -2.18409 -0.25453 1.15841
H -1.63928 0.92388 2.16241
H 2.42764 0.92798 0.60673
H 2.71983 -0.56432 -0.30708
H -0.72348 -2.39568 -1.00817
H -0.90202 2.48092 -0.03962
H -0.68299 0.41999 -1.82379
H 0.78773 -1.66551 -1.66205
H 1.85382 0.79864 -1.06395

=====

We find 2 to be the most stable, with the next structure 81.6 kcal/mol higher.

=====

--- 1 ---
The following is a DFT calculation (the ωB97M-V functional and the def2-TZVPD basis) of a cluster of 2 separate species, C8H11NO in total.

## Properties
Total charge: 0
HOMO: -9.438 eV
Spin multiplicity: 1
Structure (SMILES): Cc1cnoc1.C=C1CC1
Frontier orbital gap: 0.3800 hartree

Atoms and positions in Å:
O -2.33097 -1.64735 0.02099
N -2.62044 -1.25359 -1.22341
C 2.15200 -1.28738 1.71513
C -1.98918 -0.57702 0.78983
C -2.57654 -0.00635 -1.34150
C 1.66987 -1.78051 -0.94227
C 1.79885 -1.23886 0.48883
C 1.11281 -0.39323 -0.50461
C -2.15954 0.54334 0.00633
C -2.09867 1.95513 0.47858
H -1.00509 2.34685 0.59104
H -1.67960 -0.68010 1.74502
H -2.50488 2.09796 1.38257
H 2.45554 -1.90151 -1.63234
H -2.68393 0.41985 -2.29606
H 1.54648 0.36308 -1.23056
H 1.87991 -0.48791 2.43222
H 0.05229 -0.39677 -0.43832
H 2.66173 -2.18386 2.15535
H -2.66625 2.53851 -0.28946
H 1.02254 -2.55077 -0.95688

=====

--- 2 ---
The following is a DFT calculation (the ωB97M-V functional and the def2-TZVPD basis) of the molecule C8H11NO.

## Properties
Total charge: 0
HOMO: -8.808 eV
Spin multiplicity: 1
Structure (SMILES): C=C1C(=O)N/C1=C\C(C)C
Frontier orbital gap: 0.3337 hartree

Atoms and positions in Å:
O -4.28490 0.96412 0.17708
N -1.76962 1.06969 0.12885
C -3.15314 0.51671 0.08980
C -0.98752 -0.31316 0.03399
C 2.05011 0.50317 1.24801
C -2.37991 -0.84593 -0.00342
C 0.38981 -0.64394 -0.25716
C 2.48819 0.51839 -1.20513
C 1.37592 0.48492 -0.11922
C -2.85787 -2.07972 -0.20136
H 2.78644 -0.29780 1.44488
H -3.88993 -2.23194 -0.27693
H 1.21971 0.43936 1.99215
H 2.08198 0.59110 -2.25234
H 2.60952 1.45755 1.47719
H -1.33159 1.90405 0.30386
H 3.15471 -0.26180 -1.01097
H 0.75100 1.34675 -0.02942
H 0.77192 -1.67530 -0.10956
H -2.17466 -2.89338 -0.36354
H 3.14981 1.44719 -1.06674

=====

We find 2 to be the most stable, with the next structure 40.8 kcal/mol higher.

=====

--- 1 ---
The following is a DFT calculation (the ωB97M-V functional and the def2-TZVPD basis) of a cluster of 4 separate species, C2H12O3S2 in total.

## Properties
Total charge: +1
HOMO (alpha / beta): -13.700 / -13.699 eV
Spin multiplicity: 2
Frontier orbital gap (alpha / beta): 0.3036 / 0.2026 hartree

Atoms and positions in Å:
S -1.81903 -0.86555 -1.06295
S -1.69957 -2.15529 0.61760
O 1.87877 2.45884 1.34099
O 0.25442 -0.09314 2.45570
O 2.74633 2.79063 -2.48462
C -1.13405 0.60708 -0.31053
C -1.30309 -3.44853 -0.57233
H 2.24006 2.18102 -3.06158
H -2.05020 -3.60585 -1.39164
H -0.22047 -3.55963 -0.70006
H -1.68212 0.86342 0.56739
H -0.23422 -0.90183 2.39188
H 2.28588 3.64690 -2.75150
H -0.01924 0.42052 -0.13765
H -1.49213 1.45909 -0.92855
H -0.49648 0.36302 3.00191
H 2.71607 2.39308 1.01765
H -1.67518 -4.20400 0.15469
H 1.70423 1.65023 1.85361

=====

--- 2 ---
The following is a DFT calculation (the ωB97M-V functional and the def2-TZVPD basis) of a cluster of 4 separate species, C2H12O3S2 in total.

## Properties
Total charge: +1
HOMO (alpha / beta): -13.405 / -13.405 eV
Spin multiplicity: 2
Frontier orbital gap (alpha / beta): 0.2918 / 0.1859 hartree

Atoms and positions in Å:
S -3.03492 0.45685 -0.76286
S -1.58851 1.53281 0.22640
O 4.59490 4.01610 -1.95050
O 2.47253 -1.25459 -3.38495
O -2.21386 -6.98601 -0.46346
C -0.44874 0.94447 2.69724
C -1.67703 1.57677 2.08669
H -0.37909 -0.14492 2.60946
H -1.30466 -6.74409 -0.64194
H -2.46759 -6.20286 0.02036
H 5.12442 4.78069 -1.71682
H -4.07012 0.70592 0.06779
H -0.29759 1.04228 3.77756
H 1.97869 -0.45148 -3.25476
H -1.79666 2.57087 2.52411
H 1.90235 -1.61489 -4.06894
H 0.43251 1.40246 2.25153
H -2.57266 0.94238 2.14635
H 5.34605 3.42726 -2.16327

=====

We find 2 to be the most stable, with the next structure 5.6 kcal/mol higher.

=====

--- 1 ---
The following is a DFT calculation (the ωB97M-V functional and the def2-TZVPD basis) of a cluster of 2 separate species, C5H9N5O2 in total.

## Properties
Total charge: 0
HOMO: -9.447 eV
Spin multiplicity: 1
Structure (SMILES): C=NO/C=N\O.Cn1cnnc1
Frontier orbital gap: 0.3590 hartree

Atoms and positions in Å:
O -3.21201 -0.60410 -0.33532
O -1.50590 -1.86970 0.92500
N 2.18009 0.62697 0.19994
N -0.97004 -0.89188 0.08531
N 4.20619 -0.18122 -0.07340
N 3.31996 -1.14340 -0.47842
N -4.07802 0.47802 -0.18016
C 1.13803 1.64057 0.06573
C 2.13214 -0.60989 -0.34182
C 3.50064 0.82323 0.38706
C -3.53224 1.57761 0.16715
C -1.88850 -0.30663 -0.57285
H -2.45323 1.68410 0.31114
H 1.14199 2.08050 -0.95909
H 1.32392 2.45022 0.78391
H -1.69580 0.41997 -1.35362
H 3.93398 1.69738 0.86245
H 1.21762 -1.07909 -0.71388
H -2.43950 -2.01217 0.60524
H 0.18206 1.16000 0.27447
H -4.17541 2.42083 0.36742

=====

--- 2 ---
The following is a DFT calculation (the ωB97M-V functional and the def2-TZVPD basis) of a cluster of 2 separate species, C5H9N5O2 in total.

## Properties
Total charge: 0
HOMO: -5.987 eV
Spin multiplicity: 1
Frontier orbital gap: 0.1140 hartree

Atoms and positions in Å:
O 0.43769 2.50144 -0.89634
O -4.70952 -2.04830 0.58029
N 0.47675 -0.81891 0.62885
N 0.45732 -3.40624 0.66474
N -2.46825 -2.97816 -0.66709
N -1.83709 -0.67005 -0.43294
N -1.51356 -2.01346 -0.27470
C -0.14447 -2.19602 0.34543
C -3.63713 -2.70421 0.05546
C 2.43830 2.57736 0.24316
C 1.49986 3.27771 -0.75544
C -0.64666 0.08497 0.11632
H 1.96598 2.44257 1.22448
H 1.35764 4.29315 -0.35363
H 2.76413 1.59458 -0.12030
H -0.61262 1.25566 0.13899
H 0.28225 -3.83904 1.61186
H 2.12174 3.48120 -1.64124
H 3.33849 3.18439 0.39457
H 1.12696 -3.81702 -0.04641
H -2.69782 -0.20162 -0.81606

=====

We find 1 to be the most stable, with the next structure 146.7 kcal/mol higher.

=====

--- 1 ---
The following is a DFT calculation (the ωB97M-V functional and the def2-TZVPD basis) of the molecule C2HBrCl3NO2.

## Properties
Total charge: 0
HOMO: -10.967 eV
Spin multiplicity: 1
Structure (SMILES): O=[N+]([O-])[C@H](Br)C(Cl)(Cl)Cl
Frontier orbital gap: 0.3732 hartree

Atoms and positions in Å:
Br 0.05839 2.16993 -0.82980
Cl -0.63052 -2.07675 0.23976
Cl -2.32892 0.20238 0.22578
Cl -1.08006 -0.57813 -2.37910
O 1.98771 -0.11022 1.23083
O 0.00455 0.34853 2.05062
N 0.81800 0.18469 1.16152
C -0.82862 -0.53384 -0.60322
C 0.42826 0.31747 -0.29426
H 1.57121 0.07593 -0.80214

=====

--- 2 ---
The following is a DFT calculation (the ωB97M-V functional and the def2-TZVPD basis) of a cluster of 2 separate species, C2HBrCl3NO2 in total.

## Properties
Total charge: 0
HOMO: -10.045 eV
Spin multiplicity: 1
Structure (SMILES): O=[N+]([O-])C(Br)=C(Cl)Cl.Cl
Frontier orbital gap: 0.3225 hartree

Atoms and positions in Å:
Br -0.51848 2.05728 -1.33321
Cl 1.42527 0.07241 0.21904
Cl 0.02411 -1.87474 -3.45058
Cl 1.52685 0.65314 -3.53698
O -1.70052 -1.57984 -1.52705
O -1.60675 -0.13457 0.04352
N -1.35660 -0.53161 -1.10487
C 0.22617 -0.18950 -2.93175
C -0.58778 0.32344 -1.97628
H 0.18121 0.07609 0.67601

=====

We find 1 to be the most stable, with the next structure 4.0 kcal/mol higher.